Entry 1:
{
  "formula": "C16H34OP2Ru",
  "method": "wB97M-V/def2-TZVPD",
  "de_lowest_kcal_mol": 75.5,
  "homo_lumo_gap_ev": [5.65, 6.70],
  "multiplicity": 5,
  "lumo_energy_ev": [-7.6, -8.4],
  "homo_ev": [-13.28, -15.14],
  "s_squared": 6.03,
  "molar_mass_da": 405.46,
  "total_charge": 2,
  "species": ["P", "P", "C", "C", "H", "H", "H", "H", "C", "H", "H", "H", "C", "H", "H", "H", "C", "H", "H", "H", "C", "H", "H", "H", "Ru", "C", "C", "C", "C", "C", "C", "C", "C", "C", "H", "H", "H", "H", "H", "H", "H", "H", "H", "H", "H", "H", "H", "H", "H", "C", "O", "H", "H", "H"],
  "positions_angstrom": [[-0.42518, -3.48594, -4.82795], [0.24498, 0.55840, -4.48478], [-0.88751, -1.77969, -5.45834], [0.36425, -0.92750, -5.60461], [-1.62468, -1.33537, -4.73961], [-1.42777, -1.95068, -6.39737], [1.27510, -1.41754, -5.21749], [0.54804, -0.65357, -6.65562], [-1.07787, 1.49208, -5.42292], [-1.32854, 2.41950, -4.89534], [-1.97586, 0.87364, -5.51941], [-0.74190, 1.77107, -6.43132], [1.59669, 1.35660, -5.53304], [1.25275, 1.49156, -6.57098], [2.46316, 0.68272, -5.55917], [1.91825, 2.32537, -5.13905], [-1.65592, -4.55716, -5.56788], [-2.62494, -4.41034, -5.07563], [-1.30997, -5.58535, -5.41922], [-1.69761, -4.33975, -6.64163], [1.13978, -3.96721, -5.60774], [1.76660, -3.11062, -5.87004], [0.90337, -4.53340, -6.51426], [1.68696, -4.61090, -4.91028], [-0.46935, -2.47897, -3.03897], [0.24002, 3.94846, -3.23474], [-1.19303, 4.21583, -3.21086], [-1.95288, 3.27136, -2.41780], [-0.95114, 2.10543, -2.16632], [0.31155, 2.46086, -3.00554], [1.54157, 2.14289, -2.38671], [2.01168, 3.29878, -1.60188], [0.93142, 4.38470, -1.91076], [0.68722, -4.03486, -2.36096], [0.82309, 4.33031, -4.07908], [-1.62540, 5.12544, -3.61171], [-2.90339, 2.93989, -2.86894], [-2.21835, 3.71614, -1.44101], [-0.67162, 2.12309, -1.09586], [-1.41196, 1.12999, -2.38608], [-1.62067, -3.35717, -2.40543], [2.05613, 1.18730, -2.40471], [3.01206, 3.63930, -1.89406], [2.02850, 3.07108, -0.52850], [0.19261, 4.33036, -1.10227], [1.32830, 5.39738, -1.94386], [1.71205, -3.72483, -2.60659], [0.50787, -5.00953, -2.83246], [0.65516, -4.18711, -1.27450], [-0.25707, -1.26695, -0.58219], [-0.87547, -0.87044, -1.77448], [-1.04608, -1.32590, 0.19196], [0.44277, -0.45939, -0.29305], [0.27564, -2.23796, -0.65367]],
  "lowdin_charge": [0.670, 0.966, -0.381, -0.439, 0.072, 0.112, 0.048, 0.110, -0.195, 0.033, 0.053, 0.062, -0.235, 0.055, 0.055, 0.040, -0.205, 0.070, 0.071, 0.074, -0.185, 0.051, 0.074, 0.058, 0.925, -0.254, -0.041, -0.162, -0.116, -0.285, 0.043, -0.095, -0.075, -0.223, 0.165, 0.129, 0.134, 0.137, 0.138, 0.082, 0.108, 0.130, 0.147, 0.151, 0.128, 0.137, 0.039, 0.015, 0.033, -0.219, -0.440, 0.108, 0.086, 0.040]
}

Entry 2:
{
  "formula": "C16H35AuCl2N8O4P",
  "method": "wB97M-V/def2-TZVPD",
  "de_lowest_kcal_mol": 0.0,
  "homo_lumo_gap_ev": 7.20,
  "lumo_energy_ev": -9.6,
  "homo_ev": -16.76,
  "molar_mass_da": 702.36,
  "total_charge": 3,
  "species": ["Au", "C", "N", "C", "C", "N", "C", "C", "N", "C", "C", "N", "C", "N", "C", "C", "C", "N", "C", "H", "H", "H", "H", "H", "H", "H", "H", "H", "H", "H", "H", "H", "H", "H", "H", "H", "H", "H", "H", "H", "H", "H", "H", "Cl", "C", "Cl", "C", "O", "O", "H", "N", "C", "P", "O", "O", "C", "N", "H", "H", "H", "H", "H", "H", "H", "H", "H", "H"],
  "positions_angstrom": [[0.17217, -0.09928, -0.27482], [1.90913, 2.75551, -1.20264], [1.29575, 2.32077, -2.44933], [1.71958, 2.91469, -3.72929], [0.46707, 2.78860, -4.60918], [-0.42809, 1.96123, -3.78696], [-1.54870, 1.23956, -4.37110], [0.08145, 1.78693, -2.57435], [-0.59065, 1.18941, -1.56152], [-2.03186, 1.36679, -1.36991], [-2.21565, 1.49960, 0.12483], [-1.51363, 0.33456, 0.71445], [-2.05969, -0.32710, 1.73147], [-1.98166, -1.68343, 1.89773], [-1.87726, -2.56910, 0.72808], [-2.92406, -2.07650, 2.97830], [-3.54374, -0.75555, 3.45015], [-2.77966, 0.24041, 2.69684], [-2.83658, 1.65706, 3.04069], [2.93444, 3.04495, -1.42000], [1.94009, 1.96180, -0.46225], [1.38522, 3.61802, -0.78555], [2.57692, 2.37468, -4.13011], [2.00396, 3.95353, -3.57204], [0.66917, 2.27612, -5.54842], [0.00225, 3.74822, -4.83344], [-1.29952, 0.99081, -5.40101], [-2.45787, 1.84085, -4.37160], [-1.71219, 0.31019, -3.83026], [-2.60820, 0.51973, -1.75060], [-2.35821, 2.27295, -1.88095], [-3.27110, 1.46176, 0.39007], [-1.78307, 2.43921, 0.47001], [-2.37052, -2.12160, -0.13677], [-2.37793, -3.50539, 0.96090], [-0.84123, -2.78778, 0.48328], [-2.40474, -2.60760, 3.77771], [-3.67559, -2.75359, 2.57762], [-3.42520, -0.58693, 4.51943], [-4.60554, -0.68245, 3.21399], [-2.95067, 1.73781, 4.11998], [-3.68211, 2.15905, 2.57167], [-1.90787, 2.14285, 2.75170], [-0.40436, -2.24137, -2.65084], [1.27703, -1.94492, -3.13954], [1.40182, -0.70189, -4.38425], [2.14433, -1.52922, -1.95376], [3.16713, -2.17314, -1.76344], [1.87912, -0.46044, -1.26838], [1.66136, -2.87426, -3.54406], [0.48393, -1.71927, 3.97376], [1.92682, -1.68909, 3.55032], [2.03664, -0.67968, 2.01327], [1.76502, 0.73986, 2.28638], [1.02429, -1.42413, 1.09749], [3.79133, -0.86313, 1.48928], [4.20177, -2.00848, 0.62977], [0.23282, -0.83866, 4.43020], [0.30435, -2.47574, 4.63798], [-0.13837, -1.83609, 3.15153], [2.26277, -2.71660, 3.41707], [2.50473, -1.22062, 4.34600], [4.39639, -0.87078, 2.39894], [4.02386, 0.06162, 0.96110], [3.99580, -2.91684, 1.04615], [5.21442, -1.98123, 0.48452], [3.75255, -1.98725, -0.35632]],
  "lowdin_charge": [1.366, -0.004, -0.071, -0.069, -0.065, -0.072, -0.014, -0.383, -0.083, -0.189, -0.172, -0.062, -0.359, -0.103, -0.034, -0.077, -0.063, -0.061, 0.010, 0.108, 0.043, 0.110, 0.127, 0.138, 0.130, 0.140, 0.104, 0.107, 0.064, 0.118, 0.143, 0.134, 0.125, 0.088, 0.105, 0.050, 0.117, 0.135, 0.135, 0.144, 0.108, 0.108, 0.099, 0.659, -0.955, 0.745, -0.668, 0.086, -0.198, 0.084, 0.173, -0.166, 0.429, -0.290, -0.448, -0.174, 0.157, 0.176, 0.179, 0.115, 0.118, 0.125, 0.122, 0.120, 0.167, 0.179, 0.087]
}

Entry 3:
{
  "formula": "C16H35Br8ClInNOP",
  "method": "wB97M-V/def2-TZVPD",
  "de_lowest_kcal_mol": 38.8,
  "homo_lumo_gap_ev": 5.32,
  "lumo_energy_ev": 1.7,
  "homo_ev": -3.62,
  "molar_mass_da": 1077.94,
  "total_charge": -1,
  "species": ["C", "C", "C", "Cl", "In", "C", "C", "C", "N", "O", "P", "C", "C", "H", "H", "H", "H", "H", "H", "H", "H", "H", "H", "H", "H", "H", "H", "H", "H", "H", "H", "H", "Br", "C", "C", "Br", "H", "H", "H", "H", "Br", "C", "C", "Br", "H", "H", "H", "H", "Br", "C", "C", "Br", "H", "H", "H", "H", "Br", "C", "C", "Br", "H", "H", "H", "H"],
  "positions_angstrom": [[-1.16555, -1.65130, 1.18452], [-0.00472, -1.86712, 0.10126], [-0.49269, -2.59226, -1.24188], [-1.34128, -4.21521, -0.89706], [1.25144, -3.06712, -2.65758], [2.75200, -1.38042, -2.66249], [3.20378, -0.90389, -4.13461], [2.83145, 0.65128, -4.29618], [1.52174, 1.18671, -3.90957], [3.71576, 1.42549, -4.73307], [2.51885, -5.19394, -1.96541], [3.60087, -4.89100, -0.43942], [1.31637, -6.63882, -1.72705], [-0.72965, -1.76382, 2.22877], [-1.63258, -0.61608, 1.08102], [-2.00888, -2.41924, 1.10467], [0.83586, -2.47948, 0.56433], [0.42575, -0.82950, -0.13764], [-1.18670, -1.86707, -1.79468], [0.53981, -3.43809, -4.26427], [2.41870, -0.46291, -2.05562], [3.69997, -1.76135, -2.13506], [2.78502, -1.54619, -4.97742], [4.34658, -0.94687, -4.19637], [0.82435, 0.44064, -4.06053], [1.51346, 1.43330, -2.91233], [4.62730, -5.35193, -0.65979], [3.20401, -5.32243, 0.53405], [3.77494, -3.77471, -0.25770], [1.17185, -6.91273, -0.63319], [0.29544, -6.32574, -2.14395], [1.66282, -7.51900, -2.35517], [-0.04806, -3.98956, 3.75414], [-0.65367, -3.21071, 5.43167], [-2.00675, -3.74451, 5.82983], [-3.42269, -2.92526, 4.77098], [-0.64010, -2.12873, 5.29996], [0.10147, -3.49202, 6.16682], [-2.23271, -3.48171, 6.86416], [-2.10150, -4.82249, 5.70502], [-0.68877, 1.41387, 4.31558], [-2.44847, 0.61561, 4.05665], [-3.29038, 1.44105, 3.11880], [-3.99293, 3.02939, 4.00694], [-2.89210, 0.49686, 5.04451], [-2.25373, -0.36926, 3.63017], [-4.17095, 0.88244, 2.79906], [-2.74288, 1.78280, 2.24035], [-1.75412, 3.14847, 0.25922], [-1.83598, 4.73064, 1.39359], [-1.24706, 5.93282, 0.69832], [0.70158, 5.86943, 0.69617], [-1.33089, 4.47960, 2.32602], [-2.89739, 4.88431, 1.59150], [-1.50056, 6.84842, 1.23409], [-1.56265, 6.02562, -0.34099], [0.05033, 8.82931, -4.76668], [0.15339, 7.81743, -3.10382], [-0.26656, 6.38356, -3.30678], [-2.20541, 6.22430, -3.44024], [-0.45750, 8.34535, -2.37248], [1.20027, 7.87129, -2.80290], [0.00954, 5.77704, -2.44280], [0.15116, 5.93548, -4.20749]],
  "lowdin_charge": [-0.178, -0.347, -0.764, 0.400, 0.364, -0.326, -0.216, -0.437, 0.076, -0.003, 0.598, -0.449, -0.451, 0.000, 0.059, 0.053, 0.089, 0.101, 0.035, -0.099, 0.022, 0.029, 0.090, 0.106, 0.082, 0.078, 0.009, 0.018, 0.014, 0.024, -0.008, 0.006, 0.667, -0.686, -0.685, 0.631, 0.041, 0.055, 0.055, 0.051, 0.597, -0.716, -0.694, 0.606, 0.043, -0.002, 0.066, -0.047, 0.656, -0.688, -0.687, 0.608, 0.045, 0.043, 0.060, 0.015, 0.596, -0.706, -0.687, 0.597, 0.048, 0.058, 0.030, 0.058]
}

- Which formula does entry 3 have?
  C16H35Br8ClInNOP